{
  "formula": "C5H8OS",
  "method": "ωB97M-V with the def2-TZVPD basis set",
  "elements": ["C", "C", "C", "C", "C", "O", "S", "H", "H", "H", "H", "H", "H", "H", "H"],
  "coordinates": [[-1.23201, -0.73214, -0.01487], [-1.81346, -1.89434, -0.04258], [0.91603, 1.01252, 0.50836], [-0.14816, 1.71677, -0.36413], [1.32261, -0.45821, 0.36700], [1.75615, -1.07856, -0.74925], [-1.80457, 0.84401, -0.03589], [-2.94513, -2.05717, -0.30651], [-1.23571, -2.85946, 0.15664], [1.79148, 1.58210, 0.44639], [0.56385, 1.09337, 1.59262], [-0.15987, 2.67042, 0.01412], [0.15948, 1.76984, -1.36229], [1.44335, -0.80160, 1.34587], [1.38596, -0.80755, -1.55548]],
  "forces_ev_per_angstrom": [[2.2, 0.2, 0.8], [-1.7, -2.8, -0.4], [-1.2, -1.4, 1.0], [-0.2, -3.3, 1.5], [-4.4, 2.4, -2.3], [1.7, -0.9, 3.0], [1.0, 1.5, -0.6], [2.1, 0.4, 0.5], [-0.8, 1.5, -0.3], [1.6, 1.2, -0.2], [0.5, -0.1, -1.4], [-0.7, 2.4, 0.8], [0.0, -0.2, -1.8], [1.0, -1.8, 0.7], [-1.1, 1.1, -1.4]],
  "de_lowest_ev": 4.732,
  "charge": 0,
  "homo_energy_ha": [-0.2760, -0.2689]
}